# 1
Density functional theory data (the ωB97M-V functional and the def2-TZVPD basis) for a structure of composition C29H22IrNO3S6 in a non-equilibrium geometry.

DFT total energy: -105914.437 eV
molar mass: 817.12 g mol⁻¹
total charge: -1
HOMO-LUMO gap (spin up / spin down): 5.8 / 6.7 eV
⟨S²⟩: 0.7677
multiplicity: 2

Cartesian coordinates (Å):
Ir 0.835 1.032 0.760
S 2.176 -0.717 1.399
C 3.582 0.095 2.134
C 4.663 0.444 1.327
C 5.781 1.069 1.858
C 5.847 1.345 3.216
C 4.779 1.008 4.035
C 3.646 0.392 3.504
S 2.258 0.064 4.555
C 1.273 1.565 4.208
C -0.092 1.206 3.690
C -1.156 1.496 4.495
C -2.453 1.060 4.142
C -2.581 0.220 3.089
C -1.443 -0.134 2.317
C -1.557 -1.094 1.311
S -1.466 0.518 -0.416
C -0.995 -1.768 -1.811
C -1.929 -2.776 -1.647
C -1.506 -4.052 -1.291
C -0.154 -4.311 -1.090
C 0.790 -3.306 -1.264
C 0.357 -2.041 -1.643
S 1.367 -0.628 -1.858
N -0.234 0.515 2.502
H 4.591 0.253 0.265
H 6.599 1.350 1.205
H 6.719 1.832 3.635
H 4.808 1.217 5.096
H 1.843 2.153 3.509
H 1.179 2.121 5.137
H -0.986 2.059 5.402
H -3.313 1.340 4.739
H -3.536 -0.212 2.818
H -2.500 -1.607 1.190
H -0.672 -1.588 0.939
H -2.984 -2.564 -1.782
H -2.233 -4.844 -1.160
H 0.168 -5.304 -0.799
H 1.843 -3.492 -1.090
O 0.402 2.917 -0.725
S 1.857 3.115 -0.458
O 2.458 4.272 -1.055
O 2.517 1.803 -0.744
S 1.877 3.058 1.572
C -4.755 0.054 -4.595
C -4.901 0.063 -3.216
C -3.780 -0.016 -2.399
C -2.503 -0.097 -2.938
C -1.268 -0.292 -2.064
C 0.020 0.250 -2.713
C 0.084 0.010 -4.197
C -1.012 -0.161 -4.927
C -2.355 -0.100 -4.331
C -3.483 -0.027 -5.144
H -5.623 0.115 -5.239
H -5.886 0.144 -2.772
H -3.891 -0.004 -1.321
H 0.159 1.310 -2.483
H 1.067 0.008 -4.654
H -0.943 -0.311 -6.000
H -3.353 -0.030 -6.221

Atom charges from the Mulliken analysis, given in e for atoms 1 to 6:
1 Ir 1.28
2 S -0.31
3 C 0.10
4 C -0.39
5 C -0.63
6 C -0.53

---

# 2
Density functional theory data (the ωB97M-V functional and the def2-TZVPD basis) for the ion C5H13NP with charge +1 in a non-equilibrium geometry.

DFT total energy: -16159.889 eV
molar mass: 118.14 g mol⁻¹
total charge: +1
HOMO-LUMO gap (spin up / spin down): 4.8 / 7.1 eV
⟨S²⟩: 2.0060
multiplicity: 3

Cartesian coordinates (Å):
C -1.849 1.318 0.154
C -2.265 0.030 -0.282
C 0.349 -0.774 1.549
C 1.645 1.051 -0.313
C 0.667 -1.556 -1.329
N -1.001 0.492 -0.722
P 0.387 -0.189 -0.128
H -2.188 2.084 -0.421
H -1.644 1.310 1.262
H -2.534 -0.899 0.302
H -3.033 0.039 -1.077
H 0.987 -1.750 1.609
H -0.707 -1.038 1.734
H 0.705 -0.111 2.286
H 2.613 0.694 -0.433
H 1.536 1.628 0.651
H 1.372 1.553 -1.229
H 1.461 -2.274 -0.920
H 1.108 -1.027 -2.252
H -0.247 -2.005 -1.480

Atom charges from the Mulliken analysis, given in e for atoms 1 to 6:
1 C -0.25
2 C -0.26
3 C -1.03
4 C -1.14
5 C -1.17
6 N -0.05